{
  "formula": "C18H48N2O6P",
  "method": "the ωB97M-V functional and the def2-TZVPD basis",
  "multiplicity": 1,
  "gap_ev": 7.81,
  "charge": 1,
  "energy_ha": -1616.45676,
  "homo_ha": -0.38963,
  "species": ["C", "P", "C", "N", "C", "C", "C", "C", "N", "H", "H", "H", "H", "H", "H", "H", "H", "H", "H", "H", "H", "H", "H", "H", "H", "H", "H", "C", "O", "C", "C", "O", "C", "H", "H", "H", "H", "H", "H", "H", "H", "H", "H", "C", "O", "C", "C", "O", "C", "H", "H", "H", "H", "H", "H", "H", "H", "H", "H", "C", "O", "C", "C", "O", "C", "H", "H", "H", "H", "H", "H", "H", "H", "H", "H"],
  "coordinates": [[-1.8676, 3.8800, 3.1167], [-3.5153, 3.0003, 3.5495], [-4.8918, 3.6640, 2.3596], [-3.9783, 3.4866, 5.2264], [-3.3584, 1.0843, 3.5350], [-2.7136, 0.4949, 2.1085], [-2.1596, -1.0072, 2.4585], [-0.9021, -1.5202, 1.5420], [-0.3224, -0.4855, 0.6035], [-0.9957, 3.4874, 3.8188], [-2.0338, 5.0310, 3.3804], [-1.5997, 3.8465, 1.9762], [-5.7660, 4.2124, 2.9173], [-5.3161, 2.7029, 1.7943], [-4.3896, 4.4240, 1.5912], [-3.1750, 3.9718, 5.7102], [-4.1091, 2.6017, 5.7823], [-4.4380, 0.6315, 3.6685], [-2.7223, 0.7651, 4.4725], [-3.5542, 0.4327, 1.2775], [-1.8952, 1.2691, 1.7924], [-3.0590, -1.7612, 2.2408], [-1.9251, -1.0748, 3.6046], [-1.1735, -2.4991, 0.9401], [-0.0368, -1.8255, 2.3015], [0.2778, 0.1311, 1.2073], [0.3076, -1.0055, -0.0728], [0.2690, 3.7390, -2.8272], [0.2706, 2.3294, -2.6295], [-0.9887, 1.8488, -2.1489], [-1.7948, 1.1873, -3.2693], [-2.2154, 2.1490, -4.2436], [-1.4175, 2.1050, -5.4218], [1.1759, 4.0094, -3.3746], [-0.5966, 4.0662, -3.4078], [0.2788, 4.2480, -1.8583], [-1.5610, 2.6546, -1.6736], [-0.7696, 1.0967, -1.3836], [-2.7037, 0.7539, -2.8401], [-1.2249, 0.3763, -3.7401], [-1.6555, 1.2033, -5.9938], [-0.3493, 2.1231, -5.1891], [-1.6555, 2.9815, -6.0294], [1.2433, -0.6867, -4.2208], [0.9025, -0.6209, -5.6012], [2.0513, -0.7257, -6.4480], [2.1661, -2.1252, -7.0572], [2.4660, -3.1041, -6.0559], [1.3200, -3.8637, -5.6863], [0.3211, -0.8011, -3.6451], [1.8947, -1.5365, -4.0039], [1.7340, 0.2431, -3.9167], [2.9651, -0.4552, -5.9054], [1.9152, -0.0010, -7.2577], [2.9998, -2.1327, -7.7665], [1.2546, -2.3930, -7.6063], [1.0606, -4.5547, -6.4937], [0.4639, -3.2221, -5.4603], [1.5663, -4.4418, -4.7924], [4.4476, -2.6930, 6.4983], [4.9843, -3.0322, 5.2244], [4.2303, -4.0613, 4.5759], [3.3266, -3.4832, 3.4842], [2.2812, -2.6818, 4.0462], [2.5444, -1.2885, 3.9192], [4.9397, -1.7807, 6.8457], [3.3718, -2.5093, 6.4493], [4.6539, -3.4967, 7.2120], [3.6492, -4.6402, 5.3037], [4.9539, -4.7383, 4.1098], [2.8418, -4.3096, 2.9548], [3.9089, -2.9099, 2.7518], [2.4179, -0.9838, 2.8762], [3.5521, -1.0336, 4.2586], [1.8229, -0.7463, 4.5353]],
  "forces_ev_per_angstrom": [[0.24, 1.03, 0.53], [-0.34, 0.55, 0.93], [0.01, -0.32, -0.74], [1.85, -1.34, -1.00], [-0.56, -0.55, -0.53], [-0.29, 0.29, 0.88], [-0.90, -0.41, -0.69], [1.07, -1.08, 1.11], [0.51, -0.88, 0.70], [-1.88, 0.66, -1.67], [0.25, -2.47, -0.51], [-0.57, -0.26, 2.27], [1.91, -1.21, -0.82], [0.92, 2.26, 1.11], [-1.10, -1.81, 1.65], [-1.09, -0.47, -0.83], [-0.05, 1.12, -0.73], [2.02, 1.05, -0.10], [-1.10, 0.81, -1.90], [1.86, 0.32, 1.76], [-1.35, -1.82, 0.33], [1.90, 1.71, 0.68], [-0.24, 0.10, -2.28], [0.36, 2.19, 1.22], [-1.96, 0.27, -1.43], [-0.53, -0.83, -1.15], [-0.87, 1.04, 1.21], [0.20, -0.19, -0.10], [-0.43, 0.34, 0.07], [0.42, -0.58, -0.40], [-0.29, 0.66, 0.04], [0.40, -0.27, 0.25], [-0.12, 0.07, -0.09], [-0.08, -0.13, 0.12], [-0.02, -0.03, 0.04], [-0.04, 0.13, 0.00], [-0.03, 0.02, -0.16], [-0.09, 0.02, -0.01], [0.01, -0.03, 0.05], [-0.09, 0.27, 0.08], [0.16, 0.01, -0.04], [-0.05, -0.09, 0.00], [-0.09, -0.09, 0.14], [-0.03, 0.06, -0.15], [0.36, -0.16, 0.24], [-0.50, -0.24, -0.29], [0.46, 0.09, 0.43], [-0.51, 0.21, -0.11], [0.24, 0.00, 0.02], [0.15, -0.01, -0.15], [0.03, -0.02, -0.05], [0.00, -0.04, 0.13], [-0.09, -0.14, -0.02], [0.04, -0.04, 0.01], [-0.04, 0.04, 0.00], [0.05, 0.10, 0.14], [-0.13, -0.02, 0.04], [0.01, 0.01, -0.05], [0.09, 0.06, -0.14], [0.25, 0.04, -0.07], [-0.55, -0.12, 0.07], [0.34, 0.43, -0.34], [-0.20, -0.32, 0.45], [0.32, 0.37, -0.13], [-0.12, -0.30, 0.13], [0.04, -0.15, -0.12], [-0.02, -0.06, -0.01], [-0.10, 0.04, 0.07], [-0.03, 0.13, -0.10], [-0.08, 0.01, -0.01], [0.05, 0.01, 0.01], [0.00, -0.03, 0.18], [0.09, 0.13, -0.09], [-0.03, -0.02, -0.06], [-0.01, -0.13, -0.03]]
}


{
  "formula": "C29H44BF4N12Sc",
  "method": "the ωB97M-V functional and the def2-TZVPD basis",
  "multiplicity": 1,
  "gap_ev": 8.05,
  "charge": 2,
  "energy_ha": -2973.52588,
  "homo_ha": -0.47998,
  "species": ["Sc", "C", "N", "C", "C", "N", "N", "C", "N", "N", "H", "H", "H", "H", "H", "H", "H", "H", "H", "H", "H", "C", "C", "C", "C", "C", "C", "C", "C", "C", "C", "C", "C", "C", "C", "C", "N", "H", "H", "H", "H", "H", "H", "H", "H", "H", "H", "C", "N", "C", "N", "C", "N", "C", "N", "C", "C", "H", "H", "H", "H", "H", "H", "H", "H", "H", "H", "H", "H", "N", "C", "C", "N", "C", "C", "H", "H", "H", "H", "H", "H", "H", "H", "H", "H", "H", "F", "B", "F", "F", "F"],
  "coordinates": [[0.1753, 0.1994, 0.0692], [5.7080, 1.6775, 0.0895], [4.6181, 0.8403, 0.5847], [4.9987, -0.4761, 1.0985], [3.3153, 1.1291, 0.4652], [2.3446, 0.2888, 0.6417], [2.9993, 2.4602, 0.1931], [1.9280, 2.8616, -0.5684], [1.8926, 4.1919, -0.8193], [1.0559, 2.0161, -1.0146], [6.3008, 2.0797, 0.9113], [5.3322, 2.4916, -0.5231], [6.3536, 1.0710, -0.5444], [6.0664, -0.4652, 1.2973], [4.7742, -1.2632, 0.3783], [4.4832, -0.6801, 2.0376], [2.6980, -0.6628, 0.7033], [3.6713, 3.1573, 0.4641], [2.5520, 4.8271, -0.4049], [1.0562, 4.5914, -1.2076], [0.3463, 2.4996, -1.5532], [-2.6460, 3.7994, -0.0757], [-3.8027, 3.2041, -0.5676], [-3.8539, 1.8276, -0.7149], [-2.7441, 1.0483, -0.3713], [-1.5442, 1.6195, 0.0665], [-1.5370, 3.0114, 0.2108], [-2.8230, -0.4408, -0.4021], [-4.0207, -1.1284, -0.7144], [-4.0451, -2.4872, -0.6745], [-2.8905, -3.2120, -0.3070], [-2.8789, -4.6255, -0.2074], [-1.7513, -5.2774, 0.1919], [-0.5914, -4.5369, 0.5148], [-0.5790, -3.1746, 0.4237], [-1.7305, -2.4779, -0.0045], [-1.7149, -1.0980, -0.0824], [-2.6164, 4.8705, 0.0820], [-4.6673, 3.8055, -0.8140], [-4.7689, 1.3810, -1.0804], [-0.6427, 3.5123, 0.5765], [-4.9158, -0.5775, -0.9561], [-4.9590, -3.0242, -0.8997], [-3.7823, -5.1740, -0.4427], [-1.7406, -6.3554, 0.2711], [0.3024, -5.0546, 0.8371], [0.3278, -2.6460, 0.6743], [0.9581, -1.0058, 3.0599], [0.7992, -0.9895, 4.4974], [1.0280, 0.3766, 4.9767], [0.0847, 1.3263, 4.3785], [0.2317, 1.2911, 2.9401], [-0.0022, -0.0799, 2.3708], [-1.3884, -0.4903, 2.7980], [-1.5488, -0.4589, 4.2350], [-0.5755, -1.3739, 4.8351], [-1.2784, 0.8973, 4.7169], [0.7902, -2.0159, 2.6829], [1.9674, -0.6891, 2.8074], [2.0479, 0.6774, 4.7289], [0.9126, 0.3977, 6.0599], [1.2468, 1.5918, 2.6664], [-0.4874, 1.9699, 2.4808], [-1.5667, -1.5013, 2.4378], [-2.0948, 0.1948, 2.3284], [-0.7637, -2.3872, 4.4763], [-0.6906, -1.3597, 5.9183], [-1.3979, 0.9222, 5.7995], [-1.9939, 1.5884, 4.2686], [-0.6375, 0.2326, -5.8116], [-1.5628, 1.1440, -5.0355], [-1.0059, 1.3075, -3.6309], [-0.7862, 0.0502, -2.9395], [0.0350, -0.8769, -3.7104], [-0.4780, -1.1066, -5.1195], [0.2821, 0.6745, -5.8893], [-0.9771, 0.1056, -6.7659], [-2.5326, 0.6463, -5.0354], [-1.6392, 2.0799, -5.5860], [-1.6890, 1.9350, -3.0539], [-0.0461, 1.8354, -3.6896], [-1.6702, -0.3746, -2.6769], [0.0906, -1.8387, -3.2077], [1.0611, -0.4944, -3.7373], [-1.4704, -1.5575, -5.1314], [0.1984, -1.7058, -5.7262], [3.1321, -1.3341, -1.8501], [2.1753, -2.1696, -1.3366], [1.7664, -3.1563, -2.1777], [2.4872, -2.6203, -0.0531], [0.9341, -1.2828, -1.1314]],
  "forces_ev_per_angstrom": [[0.41, 0.41, -0.08], [-0.05, -0.04, -0.05], [-0.03, -0.02, 0.10], [0.00, 0.09, -0.01], [0.01, -0.03, 0.02], [0.10, -0.10, 0.04], [-0.03, -0.04, -0.09], [0.12, 0.07, 0.03], [-0.01, -0.07, -0.03], [-0.11, -0.08, 0.13], [-0.01, 0.00, 0.02], [0.02, 0.00, -0.03], [0.02, 0.01, 0.01], [-0.01, -0.03, -0.01], [0.02, -0.04, -0.03], [-0.02, -0.01, -0.01], [0.04, -0.02, 0.02], [0.00, 0.00, -0.01], [-0.02, 0.02, -0.01], [0.01, 0.03, 0.01], [-0.02, 0.01, 0.05], [-0.02, -0.04, -0.01], [0.01, -0.03, -0.01], [0.02, 0.11, 0.05], [-0.33, -0.28, -0.07], [0.08, 0.11, -0.03], [-0.13, 0.04, -0.06], [-0.03, 0.14, 0.01], [0.06, 0.09, 0.01], [-0.06, -0.11, -0.01], [-0.13, -0.15, -0.04], [-0.06, 0.10, -0.02], [0.15, 0.03, 0.04], [-0.09, -0.11, -0.01], [-0.06, 0.01, 0.02], [0.09, 0.28, 0.02], [0.04, -0.37, -0.10], [0.00, 0.01, -0.01], [0.00, 0.02, 0.00], [-0.01, 0.02, 0.02], [0.00, 0.01, 0.01], [0.01, -0.02, 0.00], [0.01, -0.02, 0.00], [-0.01, 0.01, -0.01], [0.01, 0.00, 0.00], [0.00, -0.01, 0.00], [-0.04, 0.01, -0.01], [-0.07, -0.06, 0.10], [-0.04, 0.08, -0.08], [0.02, -0.01, 0.04], [-0.02, -0.07, -0.08], [0.09, 0.01, 0.07], [-0.17, 0.01, -0.04], [0.00, 0.07, 0.16], [0.09, 0.04, -0.07], [0.01, -0.02, 0.03], [-0.01, 0.00, 0.03], [0.00, -0.01, 0.03], [0.03, 0.00, 0.03], [0.00, 0.01, 0.00], [0.00, 0.00, 0.00], [0.00, 0.01, 0.03], [-0.02, 0.01, 0.03], [0.00, -0.04, 0.02], [-0.01, 0.00, 0.02], [0.00, 0.00, 0.00], [0.00, -0.01, 0.00], [-0.01, 0.00, 0.00], [0.00, 0.01, 0.00], [0.02, 0.03, 0.11], [0.07, -0.22, -0.26], [0.02, 0.09, 0.06], [-0.06, 0.02, 0.10], [0.00, 0.00, 0.02], [-0.10, 0.18, -0.25], [-0.01, 0.00, 0.00], [-0.03, -0.03, 0.03], [-0.02, 0.05, 0.04], [0.01, 0.04, 0.06], [-0.01, -0.04, 0.03], [0.00, 0.00, -0.02], [0.02, 0.00, 0.01], [-0.02, -0.01, 0.02], [0.00, 0.01, -0.02], [0.03, -0.06, 0.04], [0.03, -0.04, 0.06], [0.04, 0.07, -0.02], [0.05, -0.18, 0.22], [-0.04, -0.02, -0.09], [0.01, 0.20, -0.15], [0.15, -0.20, -0.13]]
}